# 1
Molecular formula: C49H44N6O2SSbV
Method: DFT, the ωB97M-V functional and the def2-TZVPD basis

For the frontier orbital gap (alpha / beta), the calculation gives 6.8 / 7.0 eV. The calculation puts the max |F| at 0.46 eV/Å. As for the expectation value of S²: 3.761. As for the energy: -3955.05555 a.u.

The geometry in ORCA input format:
```
! wB97M-V def2-TZVPD RIJCOSX def2/J DEFGRID3
* xyz 1 4
V -0.62817 1.28409 -0.25564
C 3.56049 3.27221 1.24272
C 3.85264 2.33923 2.21990
C 2.83685 1.52608 2.70033
C 1.56280 1.67846 2.16972
N 1.28515 2.55046 1.19778
C 2.26151 3.33164 0.75799
C 0.42216 0.86596 2.65581
C 0.39694 0.31293 3.93332
C -0.70371 -0.42452 4.32201
C -1.75924 -0.59565 3.44056
C -1.67416 -0.00800 2.18662
N -0.60683 0.71462 1.82177
C -2.80235 -0.03318 1.21694
C -3.97889 -0.73078 1.46203
C -5.04752 -0.57321 0.59607
C -4.92751 0.30048 -0.47230
C -3.71370 0.93409 -0.66478
N -2.66287 0.74244 0.13143
H 4.32217 3.92428 0.83947
H 4.85997 2.23519 2.60088
H 3.04360 0.76478 3.43867
H 1.99955 4.02194 -0.03739
H 1.22302 0.47037 4.60993
H -0.74619 -0.86041 5.31135
H -2.62849 -1.16213 3.73601
H -4.06736 -1.38383 2.31656
H -5.97046 -1.11067 0.76786
H -5.74810 0.49083 -1.14894
H -3.55876 1.63532 -1.47396
O 2.82804 1.46538 -1.77122
C 1.69428 1.03710 -1.66223
O 1.18219 0.40744 -0.66703
C 0.71471 1.21909 -2.81839
C 1.17204 1.31993 -4.12247
C 0.24129 1.37999 -5.14676
C -1.11027 1.35506 -4.83000
C -1.48080 1.29260 -3.49755
N -0.58907 1.23106 -2.50479
H 2.23846 1.32829 -4.29783
H 0.56108 1.43678 -6.17917
H -1.87114 1.38695 -5.59685
H -2.52407 1.29244 -3.21386
N -0.14225 4.54348 -2.26636
C -0.72522 4.86021 -1.09625
S -1.50500 3.71665 -0.13647
N -0.68719 6.16563 -0.78214
C -1.01607 6.80076 0.44870
C -1.65908 8.03054 0.37565
C -1.95282 8.72740 1.53659
C -1.61373 8.19376 2.77030
C -0.96561 6.96881 2.83209
C -0.65274 6.26817 1.67796
H -0.15198 3.58414 -2.55953
H 0.50900 5.16742 -2.71240
H -0.45575 6.80030 -1.52989
H -1.93862 8.43863 -0.58887
H -2.45448 9.68377 1.47240
H -1.84730 8.73094 3.67965
H -0.68686 6.55166 3.79122
H -0.13529 5.32139 1.73957
C -2.76486 -4.05549 -1.06511
C -1.93603 -4.95797 -0.18818
C -2.36744 -6.26375 0.03065
C -1.62663 -7.14835 0.79780
C -0.42888 -6.73197 1.35727
C 0.01046 -5.43390 1.14505
C -0.72730 -4.53443 0.38209
Sb -0.08249 -2.52047 -0.01277
C 0.61449 -2.92053 -1.99484
C 0.01233 -2.13076 -2.97239
C 0.28087 -2.30699 -4.32125
C 1.17934 -3.28973 -4.70482
C 1.78482 -4.08050 -3.74080
C 1.51109 -3.92225 -2.38381
C 2.16456 -4.85537 -1.40576
C 1.58619 -2.45665 1.33276
C 1.20917 -2.73301 2.65174
C 2.10426 -2.65552 3.70427
C 3.41591 -2.27802 3.44754
C 3.79679 -1.98662 2.14969
C 2.90361 -2.06373 1.07810
C 3.43037 -1.72753 -0.29020
H -3.75152 -4.48461 -1.24070
H -2.29128 -3.90234 -2.03877
H -2.90472 -3.06704 -0.61849
H -3.30183 -6.59027 -0.41193
H -1.98221 -8.15875 0.95421
H 0.16614 -7.41223 1.95342
H 0.95449 -5.12779 1.58140
H -0.68785 -1.35599 -2.67279
H -0.20779 -1.68555 -5.06153
H 1.40836 -3.44684 -5.75143
H 2.48681 -4.84702 -4.04945
H 3.15425 -5.14967 -1.75638
H 1.56765 -5.76289 -1.28601
H 2.27636 -4.41431 -0.41595
H 0.18778 -3.03430 2.86849
H 1.78833 -2.89970 4.71135
H 4.14182 -2.22683 4.25007
H 4.82278 -1.69785 1.94635
H 4.34522 -2.28926 -0.48983
H 3.66151 -0.66238 -0.35569
H 2.71678 -1.94959 -1.08013
*
```

# 2
Molecular formula: C25H43NO2RuS4Sb
Method: DFT, the ωB97M-V functional and the def2-TZVPD basis

For the frontier orbital gap (alpha / beta), the calculation gives 7.1 / 6.1 eV. The calculation puts the max |F| at 2.89 eV/Å. As for the expectation value of S²: 0.764. As for the energy: -3110.97543 a.u.

The geometry in ORCA input format:
```
! wB97M-V def2-TZVPD RIJCOSX def2/J DEFGRID3
* xyz 2 2
Ru -0.46002 0.30865 0.73201
C -2.83802 0.65063 3.47896
C -1.63783 1.53235 3.77596
S -0.82417 2.33521 2.37455
C -2.08732 3.40602 1.64923
C -3.14258 2.74340 0.77775
S -2.45490 1.52478 -0.38949
C -3.65312 0.17487 -0.30182
C -3.96331 -0.38416 1.07874
S -2.53243 -0.60805 2.19115
H -3.71225 1.23166 3.19745
H -3.08096 0.10041 4.38838
H -0.83929 0.94940 4.23291
H -1.92600 2.32326 4.46988
H -1.50755 4.12074 1.06479
H -2.55425 3.94652 2.47371
H -3.61816 3.51092 0.16720
H -3.91375 2.24944 1.36176
H -3.21166 -0.58767 -0.94094
H -4.57417 0.51753 -0.77623
H -4.39263 -1.37685 0.94332
H -4.69575 0.21171 1.61957
O -5.42347 -5.43137 -3.52473
C -4.55193 -4.54983 -4.03188
O -4.52200 -4.31873 -5.20332
C -3.60941 -3.84890 -3.07954
C -3.73611 -3.85992 -1.69541
C -2.83268 -3.16938 -0.90170
C -1.79624 -2.45728 -1.50124
S -0.59991 -1.59918 -0.53920
C -1.66381 -2.43546 -2.88936
C -2.57004 -3.13116 -3.66595
H -5.31589 -5.58153 -2.57997
H -4.54314 -4.38865 -1.20261
H -2.91612 -3.20351 0.17762
H -0.86168 -1.87536 -3.35189
H -2.48838 -3.14196 -4.74438
C 3.73575 -0.94714 -2.71886
C 2.60509 -1.23604 -1.74135
C 2.91514 -2.40895 -0.81681
Sb 2.06776 0.50585 -0.54066
C 3.81658 1.68367 0.05603
C 4.60214 0.87538 1.08646
C 4.67118 2.09992 -1.12972
C 0.97704 1.80129 -1.95157
C 1.64251 1.96990 -3.31544
C 0.73398 3.14734 -1.27720
H 3.81540 -1.78254 -3.41887
H 4.69350 -0.86212 -2.20522
H 3.57179 -0.04343 -3.30327
H 1.67106 -1.42032 -2.27423
H 3.85268 -2.25253 -0.27981
H 3.01876 -3.32423 -1.40392
H 2.12143 -2.57380 -0.08686
H 3.36549 2.56007 0.52594
H 5.08611 0.01325 0.62427
H 3.96955 0.51517 1.89929
H 5.38874 1.49674 1.52070
H 5.11846 1.24388 -1.63053
H 5.48793 2.72504 -0.75874
H 4.11821 2.68587 -1.86041
H 0.03200 1.27061 -2.07977
H 2.62475 2.43303 -3.23436
H 1.03023 2.61535 -3.95085
H 1.75082 1.01587 -3.83090
H 1.66681 3.69513 -1.12645
H 0.25383 3.03011 -0.30166
H 0.08708 3.76850 -1.90245
C 1.90899 0.00919 5.74491
C 2.57375 0.01741 4.35917
C 1.59669 -0.15766 3.29055
N 0.81700 -0.28179 2.45925
H 2.66057 0.22053 6.50136
H 1.46753 -0.96229 5.95838
H 1.13669 0.77464 5.81144
H 3.31701 -0.77758 4.28445
H 3.08094 0.96808 4.18247
*
```

# 3
Molecular formula: H32O16
Method: DFT, the ωB97M-V functional and the def2-TZVPD basis

For the frontier orbital gap, the calculation gives 10.8 eV. The calculation puts the max |F| at 8.15 eV/Å. As for the energy: -1222.85622 a.u.

The geometry in ORCA input format:
```
! wB97M-V def2-TZVPD RIJCOSX def2/J DEFGRID3
* xyz 0 1
O -0.38633 -5.91421 -1.65885
H 0.28572 -5.32177 -2.09397
H -0.88130 -5.23192 -1.19747
O -0.81933 -2.27580 0.50008
H -1.49391 -2.28055 1.04979
H -0.03158 -2.73798 0.41725
O -2.40616 5.48033 -0.55613
H -1.96082 4.85785 -0.12832
H -3.28899 5.08222 -0.86767
O 0.63254 -1.44397 -3.86631
H 0.25758 -0.53148 -4.04713
H -0.12141 -1.81644 -3.50992
O 1.99006 -2.00068 0.58185
H 1.64874 -1.13222 0.20397
H 2.86286 -1.68641 0.78436
O -1.93111 1.43906 -2.42699
H -2.21187 0.51253 -2.22669
H -1.77657 1.99220 -1.71890
O -4.02854 -0.29207 2.61340
H -3.30152 -0.17258 3.27233
H -4.79640 -0.39090 3.23888
O -0.13146 1.49232 -4.84874
H -0.87571 1.71982 -4.29486
H -0.52740 1.49677 -5.65593
O 1.37235 1.06243 -1.99080
H 0.40944 1.07151 -2.25616
H 1.60142 0.05568 -2.10652
O -3.00242 -0.88311 -3.97283
H -3.78388 -0.95423 -3.47521
H -3.26935 -1.10259 -4.96956
O 3.77984 -2.46201 3.44751
H 3.01286 -2.93844 3.29883
H 4.28619 -2.09790 2.74104
O 2.46958 2.21100 1.33720
H 3.29827 2.34494 1.62661
H 2.56703 1.49944 0.65708
O 2.34692 4.42112 -2.59788
H 2.55245 3.81486 -3.36262
H 1.83426 5.07962 -2.82219
O 1.24687 -3.59780 3.24187
H 1.19895 -3.56929 2.26703
H 0.88676 -4.52822 3.38270
O -1.00542 -0.11277 5.47880
H -1.27929 0.62555 6.01810
H 0.06362 -0.10450 5.64659
O 0.91900 2.83716 5.34560
H 0.12313 3.11001 4.81870
H 1.66434 3.37342 4.68209
*
```